[1]
{
  "formula": "C39H35F4N11O2S2Sr",
  "method": "wB97M-V/def2-TZVPD",
  "total_charge": 0,
  "spin_multiplicity": 1,
  "mol_weight_g_mol": 917.53,
  "e_above_lowest_kcal_mol": 15.0,
  "symbols": ["Sr", "C", "C", "N", "C", "C", "N", "C", "C", "C", "C", "C", "N", "C", "C", "N", "C", "C", "N", "C", "C", "C", "N", "C", "C", "H", "H", "H", "H", "H", "H", "H", "H", "H", "H", "H", "H", "C", "C", "N", "C", "C", "C", "C", "N", "C", "C", "F", "C", "F", "C", "C", "F", "C", "F", "H", "H", "H", "H", "H", "H", "H", "H", "H", "H", "H", "H", "H", "H", "H", "N", "C", "C", "C", "C", "C", "C", "S", "O", "O", "N", "C", "S", "C", "C", "N", "H", "H", "H", "H", "H", "H", "H", "H"],
  "coordinates": [[0.74, -0.82, -0.61], [-2.21, -3.59, 2.49], [-1.06, -3.00, 1.98], [-1.06, -1.77, 1.47], [-2.24, -1.14, 1.50], [-3.39, -1.76, 1.97], [-3.40, -2.99, 2.48], [-2.30, 0.28, 1.04], [-3.20, 1.17, 1.60], [-3.26, 2.47, 1.15], [-2.38, 2.83, 0.13], [-1.49, 1.89, -0.36], [-1.44, 0.63, 0.08], [-0.57, 2.27, -1.49], [-0.19, 3.59, -1.69], [0.56, 3.97, -2.73], [0.91, 3.00, -3.57], [0.57, 1.68, -3.34], [-0.15, 1.30, -2.29], [-4.21, 3.45, 1.72], [-5.36, 3.04, 2.38], [-6.22, 3.99, 2.91], [-6.02, 5.30, 2.83], [-4.91, 5.69, 2.20], [-3.99, 4.82, 1.64], [-2.15, -4.58, 2.91], [-0.12, -3.53, 1.97], [-4.35, -1.26, 1.88], [-3.83, 0.85, 2.42], [-2.43, 3.81, -0.32], [-0.46, 4.36, -0.98], [1.49, 3.27, -4.44], [0.93, 0.90, -4.01], [-5.62, 1.99, 2.46], [-7.12, 3.67, 3.42], [-4.74, 6.76, 2.14], [-3.11, 5.22, 1.16], [3.44, -1.06, -3.41], [2.37, -2.13, -3.55], [1.95, -2.70, -2.27], [3.07, -3.21, -1.45], [3.98, -4.23, -2.11], [0.92, -3.76, -2.49], [-0.22, -3.78, -1.48], [-0.94, -2.53, -1.53], [-2.29, -2.53, -1.46], [-3.00, -1.40, -1.95], [-2.32, -0.45, -2.60], [-4.36, -1.25, -1.83], [-4.91, -0.12, -2.33], [-5.17, -2.20, -1.24], [-4.52, -3.32, -0.77], [-5.22, -4.28, -0.15], [-3.15, -3.49, -0.86], [-2.66, -4.58, -0.22], [3.58, -0.56, -4.37], [4.41, -1.48, -3.12], [3.19, -0.30, -2.67], [2.71, -2.91, -4.24], [1.47, -1.71, -4.01], [2.63, -3.62, -0.54], [3.67, -2.35, -1.12], [3.49, -5.19, -2.28], [4.84, -4.42, -1.46], [4.37, -3.88, -3.07], [1.41, -4.74, -2.54], [0.48, -3.57, -3.47], [0.19, -4.00, -0.47], [-0.82, -4.64, -1.75], [-6.24, -2.08, -1.17], [4.02, 5.86, 3.03], [3.75, 4.66, 2.40], [3.75, 3.47, 3.13], [3.53, 2.26, 2.50], [3.31, 2.22, 1.13], [3.30, 3.40, 0.39], [3.52, 4.61, 1.03], [3.09, 0.70, 0.32], [2.24, 1.06, -0.86], [4.37, 0.12, 0.01], [2.18, -0.20, 1.24], [2.69, -1.36, 1.84], [4.11, -1.36, 2.78], [3.92, -3.03, 3.05], [2.80, -3.46, 2.43], [2.06, -2.52, 1.74], [3.91, 5.90, 4.03], [3.73, 6.70, 2.55], [3.92, 3.49, 4.20], [3.51, 1.35, 3.08], [3.11, 3.38, -0.67], [3.51, 5.53, 0.45], [4.62, -3.62, 3.63], [2.45, -4.48, 2.45]],
  "mulliken_charge": [1.578, -0.840, 0.022, 0.396, 0.595, -0.747, -0.565, -1.043, -0.615, 0.786, -0.791, -0.856, 1.146, 0.729, -0.779, -0.626, -0.590, -0.336, 0.176, 0.755, -0.568, -0.402, -0.632, -0.366, -0.601, 0.388, 0.271, 0.490, 0.828, 0.830, 0.591, 0.407, 0.439, 0.416, 0.378, 0.371, 0.427, -1.239, -1.005, 1.641, -0.474, -1.605, -1.829, -0.378, -0.178, -0.047, -0.020, -0.390, 0.622, -0.382, -0.762, 0.443, -0.392, 0.573, -0.463, 0.426, 0.337, 0.140, 0.420, 0.622, 0.047, 0.264, 0.342, 0.471, 0.289, 0.325, 0.491, -0.022, 0.588, 0.507, -0.534, 0.993, -0.845, -0.400, -0.194, -0.444, -0.857, 1.616, -0.396, -0.714, -0.423, -0.327, -0.108, -0.585, -0.651, 0.384, 0.218, 0.217, 0.306, 0.167, 0.383, 0.305, 0.450, 0.413]
}

[2]
{
  "formula": "C32H86N6O12",
  "method": "wB97M-V/def2-TZVPD",
  "total_charge": 0,
  "spin_multiplicity": 1,
  "smiles": "COC[C@H](C)N.COC[C@H](C)N.COCCNCCOC.COCCNCCOC.COCCNCCOC.COCCNCCOC.O.O",
  "mol_weight_g_mol": 747.07,
  "e_above_lowest_kcal_mol": 12.0,
  "symbols": ["C", "O", "C", "C", "N", "C", "C", "O", "C", "H", "H", "H", "H", "H", "H", "H", "H", "H", "H", "H", "H", "H", "H", "H", "C", "O", "C", "C", "N", "C", "C", "O", "C", "H", "H", "H", "H", "H", "H", "H", "H", "H", "H", "H", "H", "H", "H", "H", "C", "O", "C", "C", "N", "C", "C", "O", "C", "H", "H", "H", "H", "H", "H", "H", "H", "H", "H", "H", "H", "H", "H", "H", "C", "O", "C", "C", "N", "C", "C", "O", "C", "H", "H", "H", "H", "H", "H", "H", "H", "H", "H", "H", "H", "H", "H", "H", "O", "H", "H", "O", "H", "H", "C", "C", "C", "O", "C", "N", "H", "H", "H", "H", "H", "H", "H", "H", "H", "H", "H", "C", "C", "C", "O", "C", "N", "H", "H", "H", "H", "H", "H", "H", "H", "H", "H", "H"],
  "coordinates": [[0.24, -3.36, 0.74], [-0.14, -2.75, 1.99], [0.38, -3.55, 3.07], [0.20, -2.85, 4.48], [0.90, -1.59, 4.57], [0.01, -0.39, 4.58], [-0.42, 0.02, 5.98], [-1.36, 1.07, 5.83], [-1.88, 1.62, 7.10], [-0.17, -4.38, 0.75], [1.32, -3.31, 0.53], [-0.27, -2.78, -0.01], [1.44, -3.70, 2.87], [-0.15, -4.52, 3.05], [0.46, -3.46, 5.32], [-0.91, -2.71, 4.70], [1.70, -1.51, 3.94], [-0.84, -0.41, 3.93], [0.49, 0.47, 4.11], [0.48, 0.27, 6.60], [-0.88, -0.79, 6.44], [-2.19, 2.70, 6.93], [-1.06, 1.63, 7.72], [-2.71, 1.00, 7.49], [-5.19, -3.76, -5.19], [-4.68, -2.56, -4.72], [-5.74, -1.63, -4.43], [-5.42, -0.64, -3.35], [-5.31, -1.18, -2.04], [-5.33, -0.07, -1.09], [-4.84, -0.51, 0.25], [-3.56, -1.10, 0.13], [-3.27, -2.38, 0.66], [-5.84, -3.59, -6.08], [-5.68, -4.30, -4.39], [-4.34, -4.32, -5.46], [-6.65, -2.14, -3.98], [-6.06, -1.12, -5.36], [-6.35, -0.05, -3.35], [-4.58, 0.01, -3.67], [-4.49, -1.80, -1.87], [-6.35, 0.38, -0.89], [-4.63, 0.75, -1.45], [-5.59, -1.20, 0.57], [-4.88, 0.30, 0.96], [-4.16, -3.04, 0.60], [-2.88, -2.33, 1.71], [-2.41, -2.76, 0.05], [-2.69, 2.67, 0.76], [-2.33, 2.10, 2.00], [-2.28, 3.10, 3.05], [-1.06, 4.10, 2.92], [0.18, 3.29, 2.87], [1.36, 4.01, 2.68], [2.59, 3.13, 2.66], [3.31, 3.06, 3.85], [4.24, 4.10, 4.00], [-3.38, 3.56, 0.83], [-3.30, 1.89, 0.21], [-1.86, 2.96, 0.08], [-2.29, 2.47, 4.02], [-3.23, 3.72, 3.08], [-1.04, 4.73, 3.84], [-1.23, 4.72, 2.09], [0.17, 2.48, 2.27], [1.39, 4.79, 3.47], [1.23, 4.60, 1.74], [3.27, 3.41, 1.82], [2.19, 2.10, 2.39], [4.87, 3.84, 4.87], [3.88, 5.09, 4.23], [4.90, 4.29, 3.13], [5.06, 2.62, -3.42], [3.66, 2.46, -3.25], [3.24, 1.16, -3.05], [1.84, 1.26, -2.60], [0.89, 1.97, -3.41], [-0.42, 2.20, -2.78], [-1.42, 2.28, -3.89], [-2.68, 2.58, -3.44], [-3.50, 3.11, -4.49], [5.35, 3.56, -2.95], [5.33, 2.61, -4.51], [5.60, 1.85, -2.86], [3.81, 0.69, -2.20], [3.36, 0.49, -3.90], [1.67, 1.56, -1.58], [1.40, 0.22, -2.49], [1.20, 2.84, -3.81], [-0.45, 3.05, -2.14], [-0.69, 1.34, -2.15], [-1.35, 1.30, -4.34], [-1.10, 3.00, -4.70], [-3.09, 4.10, -4.78], [-4.54, 3.25, -4.10], [-3.53, 2.41, -5.32], [0.98, 0.10, 1.13], [0.53, -0.65, 1.68], [0.43, -0.11, 0.35], [-1.04, -0.52, -0.79], [-1.05, -0.99, -1.66], [-1.91, -0.61, -0.43], [5.54, -1.27, 3.33], [4.52, -0.58, 2.41], [5.04, 0.32, 1.24], [6.17, 1.09, 1.62], [7.17, 1.48, 0.65], [3.57, -1.48, 1.86], [6.18, -1.90, 2.66], [4.88, -1.75, 4.03], [6.09, -0.56, 3.86], [4.06, 0.12, 3.12], [4.28, 0.96, 0.86], [5.28, -0.37, 0.42], [6.69, 2.10, -0.15], [7.80, 0.62, 0.29], [7.82, 2.11, 1.22], [4.00, -2.16, 1.24], [2.76, -1.02, 1.43], [-0.98, -3.69, -4.90], [-0.70, -3.07, -3.57], [0.78, -3.18, -3.23], [1.14, -4.54, -3.35], [2.41, -4.83, -2.78], [-1.01, -1.66, -3.39], [-0.63, -3.08, -5.72], [-2.08, -3.76, -4.96], [-0.64, -4.73, -5.03], [-1.32, -3.62, -2.87], [1.01, -2.87, -2.18], [1.32, -2.55, -4.03], [2.37, -5.83, -2.41], [2.65, -4.23, -1.90], [3.22, -4.61, -3.49], [-0.36, -1.14, -3.98], [-1.93, -1.35, -3.64]],
  "mulliken_charge": [-0.564, 0.341, -0.827, -0.995, -0.182, 0.331, -0.831, -0.214, -0.862, 0.452, 0.399, -0.436, 0.381, 0.368, 0.442, 0.345, 0.185, 0.070, -0.056, 0.286, 0.460, 0.215, 0.393, 0.271, -0.846, -0.165, -1.010, 0.053, -0.322, 0.088, -1.235, -0.140, -0.433, 0.298, 0.353, 0.246, 0.400, 0.356, 0.405, -0.033, 0.153, 0.264, -0.025, 0.500, 0.319, 0.451, 0.173, -0.247, -0.020, -0.110, -0.245, -0.983, 0.311, -0.842, 0.729, -0.317, -0.794, 0.444, -0.521, 0.073, -0.056, 0.391, 0.439, 0.460, -0.168, 0.289, 0.348, 0.417, -0.818, 0.276, 0.312, 0.291, -0.735, -0.314, -0.162, 0.102, -0.198, 0.341, -0.736, -0.186, -0.978, 0.269, 0.251, 0.286, 0.031, 0.352, 0.035, -0.225, 0.370, 0.556, -0.474, 0.165, 0.373, 0.382, 0.219, 0.379, 0.000, -0.171, -0.151, 0.825, -0.176, 0.198, -1.786, 0.781, -0.528, -0.348, -0.716, -0.045, 0.388, 0.417, 0.395, -0.091, 0.139, 0.527, 0.217, 0.279, 0.278, 0.259, -0.067, -1.203, 0.322, -0.163, -0.363, -0.661, -0.284, 0.348, -0.098, 0.359, 0.199, 0.081, 0.246, 0.303, 0.188, 0.293, 0.213, 0.014]
}

[3]
{
  "formula": "C5H12N2O3",
  "method": "wB97M-V/def2-TZVPD",
  "total_charge": 0,
  "spin_multiplicity": 1,
  "smiles": "CC(=O)N(C)O.CC(N)=O",
  "mol_weight_g_mol": 148.16,
  "e_above_lowest_kcal_mol": 68.4,
  "symbols": ["C", "C", "N", "C", "O", "O", "H", "H", "H", "H", "H", "H", "H", "C", "C", "N", "O", "H", "H", "H", "H", "H"],
  "coordinates": [[1.92, -1.20, -0.88], [1.87, 1.42, 0.33], [0.84, -0.81, 0.02], [0.94, 0.35, 0.85], [0.25, -1.93, 0.60], [0.38, 0.44, 1.92], [-0.61, -2.01, 0.10], [1.76, -2.23, -1.18], [1.93, -0.57, -1.77], [2.88, -1.16, -0.38], [1.81, 1.57, -0.75], [1.65, 2.36, 0.83], [2.90, 1.13, 0.55], [-2.28, -0.05, 1.05], [-1.57, -0.10, -0.47], [-1.76, 1.08, -1.13], [-1.60, -1.16, -1.08], [-1.84, 1.09, -2.14], [-1.98, 1.91, -0.61], [-1.86, 0.58, 1.83], [-3.27, 0.38, 0.89], [-2.37, -1.07, 1.40]],
  "mulliken_charge": [-1.157, -1.350, 0.524, 0.667, -0.498, -0.596, 0.386, 0.292, 0.362, 0.341, 0.351, 0.354, 0.326, -1.141, 0.695, -0.391, -0.699, 0.233, 0.213, 0.365, 0.441, 0.281]
}